1.
This record from OMol25 describes the molecule C5H6OS in a non-equilibrium geometry. The level of theory is ωB97M-V with the def2-TZVPD basis set.

SMILES: CC(=O)C(C)=C=S
net charge: 0
E_LUMO (spin up / spin down): -1.084 / -0.930 eV
Kohn-Sham gap (spin up / spin down): 7.07 / 7.64 eV

```
13
C5H6OS (ωB97M-V with the def2-TZVPD basis set)
S 2.375 -0.982 1.943
O -1.385 1.547 -0.657
C -0.275 -0.216 0.469
C 1.290 -0.899 0.848
C -1.313 -1.292 0.691
C 0.981 1.245 -1.220
C -0.337 0.873 -0.474
H -1.004 -1.811 1.479
H 0.606 1.731 -2.072
H 1.384 1.850 -0.438
H -2.119 -0.592 1.028
H 1.413 0.325 -1.397
H -1.616 -1.779 -0.198
```

Atom charges from the natural (NBO) analysis, given in e for atoms 1 to 6:
1 S 0.260
2 O -0.573
3 C -0.055
4 C -0.159
5 C -0.644
6 C -0.686

---

2.
This record from OMol25 describes a structure of composition C5H6OS2 in a non-equilibrium geometry. The level of theory is ωB97M-V with the def2-TZVPD basis set.

net charge: 0
E_LUMO: -1.606 eV
Kohn-Sham gap: 7.10 eV

```
14
C5H6OS2 (ωB97M-V with the def2-TZVPD basis set)
S 2.932 -0.477 -0.470
S -1.863 0.744 -0.628
O 0.456 2.433 0.127
C 2.251 0.898 0.068
C -0.078 0.198 -0.570
C -1.938 -0.943 0.102
C 0.809 1.329 -0.100
C -0.472 -0.845 0.453
H 0.113 -1.768 0.362
H -2.684 -0.997 0.890
H -0.327 -0.406 1.443
H -2.157 -1.647 -0.704
H 0.158 -0.215 -1.551
H 2.801 1.696 0.577
```

Atom charges from the natural (NBO) analysis, given in e for atoms 1 to 6:
1 S 0.140
2 S 0.168
3 O -0.462
4 C -0.366
5 C -0.406
6 C -0.492

---

| no. | E_tot (hartree) | molar mass (g mol⁻¹) |
| --- | --- | --- |
| 1 | -667.37785 | 114.17 |
| 2 | -1065.67165 | 146.24 |